(1)
ORCA calculation (ωB97M-V with the def2-TZVPD basis set) on an isolated molecule of C4H2Cl2 in a non-equilibrium geometry.

HOMO energy (spin up / spin down)	-8.38 / -8.38	eV
gap between HOMO and LUMO (spin up / spin down)	6.42 / 6.42	eV
ΔE to the lowest compared entry with this formula, charge and spin	671.20	kJ/mol
max |F|	1.77	eV/Å

Element x y z (Å)
Cl  -0.595  2.795  0.356
C  -0.117  1.082  0.331
C  0.239  -1.535  -0.516
H  0.685  1.253  1.072
Cl  0.853  0.820  -1.134
C  -0.674  -1.570  0.322
H  -1.252  -1.996  1.147
C  0.863  -0.849  -1.579

(2)
ORCA calculation (ωB97M-V with the def2-TZVPD basis set) on an isolated molecule of C4H2Cl2O2 in a non-equilibrium geometry.

HOMO energy	-9.85	eV
gap between HOMO and LUMO	8.86	eV
ΔE to the lowest compared entry with this formula, charge and spin	147.75	kJ/mol
structure (SMILES)	O=C/C(Cl)=C(\Cl)C=O
max |F|	3.42	eV/Å

Element x y z (Å)
C  1.695  1.154  0.040
Cl  -1.517  1.588  -0.347
H  2.786  0.752  0.076
C  -1.681  -1.177  0.080
C  -0.743  0.102  -0.211
O  1.350  2.274  0.223
C  0.609  0.001  -0.150
H  -1.113  -2.163  0.403
O  -2.843  -1.047  0.146
Cl  1.457  -1.485  -0.261

(3)
ORCA calculation (ωB97M-V with the def2-TZVPD basis set) on an isolated molecule of C4H2Cl2O2 in a non-equilibrium geometry.

HOMO energy	-8.68	eV
gap between HOMO and LUMO	9.22	eV
ΔE to the lowest compared entry with this formula, charge and spin	88.14	kJ/mol
structure (SMILES)	Oc1occ(Cl)c1Cl
max |F|	3.57	eV/Å

Element x y z (Å)
C  1.271  -0.115  0.172
O  -2.323  0.225  -0.180
Cl  0.068  2.520  0.112
Cl  2.883  0.451  -0.162
O  -0.600  -1.305  0.034
C  0.141  0.821  -0.108
H  1.177  -2.352  0.462
C  -0.984  -0.052  -0.112
H  -2.382  1.159  -0.383
C  0.748  -1.351  0.165

(4)
ORCA calculation (ωB97M-V with the def2-TZVPD basis set) on an isolated molecule of C4H2ClN in a non-equilibrium geometry.

HOMO energy	-10.89	eV
gap between HOMO and LUMO	11.36	eV
ΔE to the lowest compared entry with this formula, charge and spin	66.35	kJ/mol
structure (SMILES)	N#CC#CCCl
max |F|	5.61	eV/Å

Element x y z (Å)
N  -3.633  -0.840  0.039
C  1.520  0.484  0.033
C  0.045  0.052  -0.074
Cl  2.327  -0.996  -0.004
C  -2.521  -0.490  -0.053
H  1.703  0.955  0.913
C  -1.115  -0.120  0.009
H  1.673  0.955  -0.863

(5)
ORCA calculation (ωB97M-V with the def2-TZVPD basis set) on a structure of composition C4H2F2 in a non-equilibrium geometry.

HOMO energy	-10.76	eV
gap between HOMO and LUMO	11.53	eV
ΔE to the lowest compared entry with this formula, charge and spin	280.37	kJ/mol
max |F|	3.57	eV/Å

Element x y z (Å)
C  0.152  -0.026  -0.691
F  -1.130  1.362  0.803
H  1.093  -0.292  -1.255
H  -0.783  0.089  -1.375
C  -0.040  0.581  0.660
C  -0.093  -1.899  -0.038
F  1.046  1.033  1.218
C  -0.245  -0.847  0.678

(6)
ORCA calculation (ωB97M-V with the def2-TZVPD basis set) on an isolated molecule of C4H2F2OS.

HOMO energy	-8.72	eV
gap between HOMO and LUMO	9.33	eV
ΔE to the lowest compared entry with this formula, charge and spin	6.84	kJ/mol
structure (SMILES)	Fc1occ(S)c1F
max |F|	0.95	eV/Å

Element x y z (Å)
C  0.145  -1.576  0.162
C  0.153  0.647  -0.114
H  -0.398  2.885  -0.282
F  0.358  -2.861  0.286
F  2.267  -0.578  -0.384
S  0.780  2.244  -0.440
O  -1.103  -1.143  0.364
C  0.957  -0.540  -0.126
C  -1.105  0.205  0.193
H  -2.054  0.716  0.341

(7)
ORCA calculation (ωB97M-V with the def2-TZVPD basis set) on an isolated molecule of C4H2F3NO in a non-equilibrium geometry.

HOMO energy	-10.80	eV
gap between HOMO and LUMO	10.84	eV
ΔE to the lowest compared entry with this formula, charge and spin	0.00	kJ/mol
structure (SMILES)	N#C/C=C\OC(F)(F)F
max |F|	3.68	eV/Å

Element x y z (Å)
F  -2.121  1.546  -0.436
C  1.362  -2.331  -0.612
C  0.677  -1.419  0.278
C  -0.796  1.811  -0.306
C  0.057  -0.234  0.346
F  -0.574  2.205  0.989
H  -0.417  0.099  1.201
O  -0.036  0.794  -0.575
H  0.577  -2.102  1.242
F  -0.596  2.883  -1.055
N  1.868  -3.251  -1.071

(8)
ORCA calculation (ωB97M-V with the def2-TZVPD basis set) on an isolated molecule of C4H2F6N2S in a non-equilibrium geometry.

HOMO energy	-9.36	eV
gap between HOMO and LUMO	9.79	eV
ΔE to the lowest compared entry with this formula, charge and spin	0.00	kJ/mol
structure (SMILES)	FC1=CN(F)C(F)(F)C(F)(F)N1S
max |F|	3.13	eV/Å

Element x y z (Å)
S  2.079  -1.875  -0.590
H  0.410  2.732  -0.170
F  -2.004  2.207  -0.176
C  -0.337  -1.055  0.380
F  -0.379  -1.102  1.748
F  2.472  1.030  -0.489
H  2.680  -2.085  0.597
F  -0.687  -2.286  -0.024
F  -1.536  -0.184  -1.451
C  1.205  0.771  -0.255
C  0.247  1.669  -0.084
N  -1.052  1.278  0.279
C  -1.422  -0.037  -0.101
F  -2.618  -0.345  0.416
N  0.943  -0.719  -0.081

(9)
ORCA calculation (ωB97M-V with the def2-TZVPD basis set) on a structure of composition C4H2GdO2 in a non-equilibrium geometry.

charge	+2
HOMO energy (spin up / spin down)	-16.35 / -18.17	eV
gap between HOMO and LUMO (spin up / spin down)	6.69 / 7.77	eV
ΔE to the lowest compared entry with this formula, charge and spin	431.19	kJ/mol
spin multiplicity	9
max |F|	4.20	eV/Å
<S²>	20.07

Element x y z (Å)
C  -0.587  -0.313  0.997
C  -1.885  0.743  0.031
Gd  0.884  -0.719  -3.188
C  -0.630  -1.070  2.002
H  -1.052  -1.342  2.962
O  -0.369  -1.332  -1.121
H  -1.600  1.816  -0.007
O  -3.026  0.390  -0.095
C  -0.418  -0.298  -0.443

(10)
ORCA calculation (ωB97M-V with the def2-TZVPD basis set) on a structure of composition C4H2HgO2 in a non-equilibrium geometry.

charge	+1
HOMO energy (spin up / spin down)	-12.83 / -12.66	eV
gap between HOMO and LUMO (spin up / spin down)	6.95 / 4.86	eV
ΔE to the lowest compared entry with this formula, charge and spin	281.22	kJ/mol
spin multiplicity	2
max |F|	7.79	eV/Å
<S²>	0.76

Element x y z (Å)
C  -0.118  0.735  -0.932
H  -0.589  0.799  -1.934
H  -2.047  -0.353  1.865
C  -1.347  -1.772  1.557
C  -1.578  -0.668  0.710
C  -0.666  -0.249  -0.120
O  -1.457  -2.912  1.688
Hg  2.696  2.936  -1.505
O  0.888  1.414  -0.654

Please write out number 3 again, unchanged.
ORCA calculation (ωB97M-V with the def2-TZVPD basis set) on an isolated molecule of C4H2Cl2O2 in a non-equilibrium geometry.

HOMO energy	-8.68	eV
gap between HOMO and LUMO	9.22	eV
ΔE to the lowest compared entry with this formula, charge and spin	88.14	kJ/mol
structure (SMILES)	Oc1occ(Cl)c1Cl
max |F|	3.57	eV/Å

Element x y z (Å)
C  1.271  -0.115  0.172
O  -2.323  0.225  -0.180
Cl  0.068  2.520  0.112
Cl  2.883  0.451  -0.162
O  -0.600  -1.305  0.034
C  0.141  0.821  -0.108
H  1.177  -2.352  0.462
C  -0.984  -0.052  -0.112
H  -2.382  1.159  -0.383
C  0.748  -1.351  0.165

The lowest max |F| belongs to which entry?
C4H2F2OS

Which formula does entry 9 have?
C4H2GdO2